[1]
Computed, not measured: a structure of composition C11H10Br15F, with ωB97M-V/def2-TZVPD.

```
37
Properties=species:S:1:pos:R:3:lowdin_charge:R:1
F 2.149 20.235 -10.472 0.06
C 1.029 19.709 -9.940 -0.28
C 1.069 19.208 -8.650 -0.01
C -0.090 18.685 -8.097 -0.07
C -1.261 18.648 -8.851 -0.14
C -1.257 19.125 -10.158 -0.11
C -0.109 19.647 -10.711 -0.02
H 1.973 19.328 -8.066 0.12
H -0.100 18.311 -7.081 0.09
H -2.182 18.277 -8.417 -0.02
H -2.150 19.111 -10.770 0.08
H -0.124 20.031 -11.722 0.12
C -6.075 18.604 -6.074 -1.64
Br -5.709 19.400 -4.370 0.58
Br -6.555 16.764 -5.899 0.58
Br -4.599 18.801 -7.263 0.60
H -6.918 19.142 -6.479 -0.03
C -4.299 14.752 -10.342 -1.68
Br -3.626 16.548 -10.466 0.59
Br -4.086 13.804 -11.982 0.61
Br -6.100 14.749 -9.713 0.58
H -3.683 14.240 -9.619 -0.08
C -2.738 15.546 -5.450 -1.63
Br -2.268 17.259 -4.766 0.58
Br -1.866 14.136 -4.474 0.62
Br -2.372 15.399 -7.317 0.64
H -3.798 15.399 -5.291 -0.10
C -2.554 15.290 -1.026 -1.70
Br -0.784 15.914 -0.676 0.59
Br -3.739 16.751 -1.364 0.54
Br -3.223 14.153 0.364 0.58
H -2.501 14.684 -1.919 -0.13
C -6.357 12.665 -3.977 -1.62
Br -6.123 12.723 -5.887 0.56
Br -5.340 14.062 -3.136 0.57
Br -5.921 10.935 -3.280 0.60
H -7.395 12.847 -3.746 -0.02
```

Computed properties:
HOMO level (eV): -9.29
Max |F| (eV/Å): 0.5
LUMO level (Ha): -0.00715
Kohn-Sham gap (Eh): 0.334


[2]
Computed, not measured: a structure of composition C11H10BrCrF3O3S, with ωB97M-V/def2-TZVPD.

```
30
Properties=species:S:1:pos:R:3:mulliken_spin:R:1
C 0.861 1.202 -1.756 0.10
C 1.166 1.884 -0.570 -0.07
C 2.035 1.060 0.187 -0.04
H 0.776 2.836 -0.261 0.00
C 2.276 -0.115 -0.548 0.10
C 1.527 -0.052 -1.731 -0.09
H 1.480 -0.817 -2.487 0.01
H 0.221 1.559 -2.543 -0.01
H 2.404 1.271 1.172 0.00
H 2.874 -0.945 -0.225 0.00
Cr 0.000 0.000 0.000 2.88
Br -0.363 1.363 2.135 0.07
C -1.941 -1.163 0.430 -0.06
C -1.355 -1.683 -0.749 -0.02
C -1.369 -0.666 -1.715 0.02
H -0.932 -2.664 -0.860 0.01
C -1.950 0.491 -1.132 -0.03
C -2.332 0.164 0.178 0.10
H -2.781 0.832 0.887 0.01
H -2.025 -1.673 1.371 -0.01
H -0.994 -0.746 -2.719 0.00
H -2.087 1.447 -1.606 0.00
F -0.891 -2.919 4.741 0.00
C -0.699 -1.772 3.995 0.00
F -1.925 -1.214 3.693 0.00
F 0.039 -0.875 4.743 0.00
S 0.227 -2.189 2.479 0.00
O 1.488 -2.884 3.014 0.00
O -0.300 -3.358 1.633 0.00
O 0.970 -1.020 1.442 0.00
```

Computed properties:
HOMO level (spin up / spin down) (eV): -3.83 / -4.80
Max |F| (eV/Å): 12.3
LUMO level (spin up / spin down) (Ha): 0.10099 / 0.10030
Energy relative to the best compared isomer or geometry (same formula, charge and spin) (kcal per mole): 62.5
Spin multiplicity: 4
Kohn-Sham gap (spin up / spin down) (Eh): 0.242 / 0.277
Charge: -1


[3]
Computed, not measured: the molecule C11H10BrNO, with ωB97M-V/def2-TZVPD.

```
24
Properties=species:S:1:pos:R:3:lowdin_charge:R:1
C 0.590 2.044 1.572 -0.07
C 1.590 2.554 0.803 -0.08
C -0.156 0.963 1.114 -0.07
C 1.667 2.167 -0.533 0.00
C -0.002 0.490 -0.169 -0.20
C -0.597 -0.767 -0.893 -0.26
C 0.884 1.111 -1.022 -0.15
C 0.213 -0.742 -2.368 0.07
C -0.052 -2.116 -0.265 -0.11
C -0.809 -2.255 1.028 -0.18
C -2.145 -0.945 -0.369 -0.61
N 1.014 0.282 -2.220 0.03
O -2.043 -1.554 0.881 -0.18
Br -3.081 0.757 -0.070 0.76
H 0.604 2.484 2.514 0.09
H 2.294 3.298 1.166 0.11
H -0.889 0.342 1.630 0.09
H 2.381 2.532 -1.098 0.05
H -0.289 -2.889 -0.867 0.07
H 1.040 -1.910 0.052 0.16
H -1.188 -3.207 1.168 0.09
H -0.191 -1.832 2.003 0.18
H -2.621 -1.359 -1.234 0.08
H 1.788 0.552 -2.822 0.14
```

Computed properties:
HOMO level (eV): -8.83
Max |F| (eV/Å): 5.8
LUMO level (Ha): 0.02451
Energy relative to the best compared isomer or geometry (same formula, charge and spin) (kcal per mole): 29.1
Kohn-Sham gap (Eh): 0.349